One molecule with the formula C6H12O. Source: the OMol25 dataset; level of theory: wB97M-V/def2-TZVPD.

Computed properties:
Relative energy (zero: lowest compared OMol25 entry of this formula, charge and spin) ... 67.3 kcal per mole
Total charge ... 0
2S+1 ... 1
DFT total energy ... -310.9520 a.u.
E_HOMO ... -8.2 eV
Lowest unoccupied orbital energy ... 1.041 eV

Atoms and positions in Å:
O (0.59777, 0.71807, 0.28302)
C (-2.15867, 0.12777, -1.28140)
C (1.93367, 0.71581, -0.28611)
C (0.18793, -0.42137, 0.78119)
C (2.97773, 0.12824, 0.63824)
C (-1.96322, -0.89755, -0.16588)
C (-1.28206, -0.27625, 1.08054)
H (2.71699, -0.90155, 0.88926)
H (-2.46356, -0.34807, -2.21939)
H (-2.92231, -1.34648, 0.11377)
H (1.87647, 0.16202, -1.22791)
H (-2.92730, 0.85758, -1.00375)
H (3.95242, 0.14446, 0.13943)
H (-1.52871, -0.86255, 1.97124)
H (-1.23276, 0.68322, -1.46617)
H (2.13102, 1.76663, -0.51132)
H (-1.61311, 0.76345, 1.22385)
H (-1.33063, -1.72126, -0.52242)
H (3.04832, 0.70784, 1.56380)

Results of the Mulliken charge analysis, in e, for atoms 1 through 2:
1. O -0.1174
2. C -1.0186

***

C40H36N5O2ReS4Si as an isolated structure. Source: the OMol25 dataset; level of theory: wB97M-V/def2-TZVPD.

Computed properties:
Relative energy (zero: lowest compared OMol25 entry of this formula, charge and spin) ... 17.1 kcal per mole
Total charge ... +1
2S+1 ... 2
DFT total energy ... -3930.5063 a.u.
E_HOMO (alpha / beta) ... -10.7 / -10.6 eV
Lowest unoccupied orbital energy (alpha / beta) ... -4.326 / -4.465 eV

Atoms and positions in Å:
Re (0.26930, 0.06055, 0.19067)
S (-1.15635, 1.25970, 1.44648)
S (-2.55883, -3.10367, 2.94291)
S (-0.27319, 1.86769, -1.46280)
S (1.04046, -1.68689, 1.45019)
Si (-1.25028, -1.65261, -1.10273)
O (-3.61069, -3.44784, 2.04003)
O (-2.86611, -2.55482, 4.22646)
N (1.62721, 1.23822, 1.46421)
N (2.15835, 0.11114, -0.80398)
N (-1.49378, -2.03751, 2.17982)
N (1.22695, 1.71696, 2.67709)
N (-0.64558, 2.00617, 3.95949)
C (-2.03776, 2.07893, -1.72770)
C (4.26589, 1.38376, 3.18963)
C (5.89274, 3.12021, 3.53083)
C (4.47681, 0.67089, -0.67586)
C (3.91419, 1.96064, 1.97344)
C (4.70972, 0.01643, -1.87321)
C (0.78930, -6.08341, 3.01783)
C (-1.36021, -5.75649, -0.27124)
C (0.92645, -4.79124, 2.52565)
C (-1.38160, -4.41917, 3.08265)
C (-0.34013, -2.57655, 2.07131)
C (-0.89722, -1.19636, -5.81499)
C (-1.53841, -5.69632, 3.57068)
C (4.55152, 3.11830, 1.53877)
C (-0.09166, -2.12071, -3.74558)
C (0.57888, -3.90181, -0.91716)
C (5.25969, 1.96175, 3.96185)
C (3.64620, -0.58165, -2.53191)
C (2.87106, 1.33055, 1.13632)
C (-5.90962, -1.52115, -0.55769)
C (2.38766, -0.50452, -1.97035)
C (5.53623, 3.70058, 2.32259)
C (0.02407, -1.96674, -5.12132)
C (-0.06870, 1.66290, 2.80987)
C (-1.10709, -1.49714, -3.01098)
C (-5.30735, -2.34557, -1.49915)
C (-2.05437, -0.77682, -3.74899)
C (-1.95244, -0.61966, -5.12423)
C (-0.04610, -6.16747, -0.42311)
C (-3.11421, -1.53461, -0.83509)
C (-5.12486, -0.71275, 0.24637)
C (-3.92922, -2.34552, -1.63720)
C (0.92814, -5.23251, -0.74856)
C (3.19224, 0.70350, -0.15427)
C (-1.70315, -4.42140, -0.45535)
C (-0.74353, -3.46119, -0.78596)
C (-0.18007, -3.96442, 2.56646)
C (-0.42394, -6.52974, 3.53019)
C (-3.74294, -0.72887, 0.10985)
C (0.33217, 1.66004, -3.14698)
H (6.66424, 3.57227, 4.13941)
H (-2.73663, -4.12808, -0.32806)
H (-3.15026, -0.12508, 0.78196)
H (0.60415, -2.78472, -3.24719)
H (-5.58548, -0.08248, 0.99619)
H (-2.70872, -0.05869, -5.65859)
H (-3.47836, -2.99371, -2.38097)
H (-5.91137, -2.98974, -2.12504)
H (-0.04746, 2.50034, -3.72567)
H (1.86324, -4.44888, 2.10639)
H (1.63659, -6.75532, 2.99540)
H (-6.98602, -1.51864, -0.44622)
H (0.22162, -7.20703, -0.28317)
H (-1.64009, 1.93407, 4.08049)
H (1.41706, 1.72157, -3.11891)
H (1.52528, -0.92903, -2.46327)
H (5.53734, 1.51089, 4.90480)
H (-2.12852, -6.47387, -0.01108)
H (-2.48528, -6.03879, 3.96490)
H (-0.81585, -1.08006, -6.88743)
H (0.00337, 0.72009, -3.58200)
H (-2.48425, 2.29634, -0.76015)
H (3.77550, -1.10010, -3.47088)
H (-2.47597, 1.17675, -2.13728)
H (5.70848, -0.02484, -2.28533)
H (-0.07169, 2.28359, 4.73870)
H (0.81800, -2.47358, -5.65532)
H (1.95950, -5.54110, -0.86871)
H (-2.91812, -0.35931, -3.24857)
H (-0.50270, -7.54146, 3.90464)
H (3.75750, 0.49009, 3.52855)
H (-2.18305, 2.92632, -2.39463)
H (1.36908, -3.19140, -1.14276)
H (6.02265, 4.60745, 1.99020)
H (5.27675, 1.14767, -0.12914)
H (4.26831, 3.57212, 0.59628)

Results of the Mulliken charge analysis, in e, for atoms 1 through 2:
1. Re -0.3148
2. S -0.4449

***

A 9-piece molecular cluster, C16H52N10O11 overall. Source: the OMol25 dataset; level of theory: wB97M-V/def2-TZVPD.

Computed properties:
Relative energy (zero: lowest compared OMol25 entry of this formula, charge and spin) ... 132.8 kcal per mole
Total charge ... 0
2S+1 ... 1
DFT total energy ... -2015.8737 a.u.
E_HOMO ... -9.0 eV
Lowest unoccupied orbital energy ... -0.033 eV

Atoms and positions in Å:
O (5.79715, -2.41421, 0.07941)
O (3.53933, 0.48803, -1.15967)
O (6.90190, -1.08430, -6.91695)
O (0.00120, 1.13900, 4.48349)
O (5.57641, -2.00099, 4.19341)
O (-4.86809, 0.18876, -2.38264)
O (-3.48277, 1.43587, 9.96989)
O (-1.57637, 1.98750, -6.33758)
O (4.02474, 3.52418, -3.14527)
O (0.10838, -3.03505, -5.73190)
O (0.02811, -1.92950, -0.69757)
N (1.91401, -3.72614, -6.74267)
N (-2.10221, -2.56514, -0.71715)
N (7.56519, -0.81934, -4.90155)
N (-0.62982, -3.82405, 0.22632)
N (-2.21172, 0.51405, 7.55332)
N (5.75239, 0.09411, -5.28186)
N (-2.49564, 1.78726, -3.20792)
N (3.70428, -1.39414, 3.09722)
N (2.13927, -2.69593, -4.87690)
N (3.74737, -1.28524, 5.17020)
C (-1.16491, 1.31946, 5.26005)
C (-0.96072, 2.26149, -5.09538)
C (-2.98937, 1.78183, 7.72378)
C (-3.65291, 1.59379, -4.09964)
C (-0.97592, 0.70915, 6.65605)
C (-6.06915, -0.36721, -1.92407)
C (1.32285, -3.16694, -5.76658)
C (6.70179, -0.65952, -5.83976)
C (-0.16194, 1.74682, 3.09873)
C (-0.87476, -2.73113, -0.45939)
C (4.47544, -1.54432, 4.16617)
C (-4.83846, 1.42375, -3.08323)
C (-4.11124, 1.77171, 8.73849)
C (-4.36593, 1.55742, 11.01439)
C (-1.26172, 1.40901, -3.94268)
C (-1.23254, 0.86499, -7.01295)
H (3.95757, -1.33761, 6.15669)
H (2.66957, 0.10714, -1.03852)
H (-3.83810, 1.28599, 11.92862)
H (4.02739, 2.95428, -2.37622)
H (-6.65085, 0.45746, -1.51219)
H (0.30769, -3.91239, 0.59151)
H (-4.93499, 2.24971, -2.37855)
H (-2.28411, 2.60316, 7.85074)
H (-1.29797, -4.56224, 0.39589)
H (-3.69470, 2.50660, -4.69390)
H (-0.49608, -0.26096, 6.52665)
H (2.95627, -0.71512, 4.90704)
H (6.47944, -2.76062, 0.65448)
H (-2.56489, -1.75998, -1.11431)
H (7.30222, -0.44870, -3.99957)
H (-3.42654, 1.98368, 6.74591)
H (1.75331, -2.16569, -4.10879)
H (-1.04556, 3.32029, -4.85072)
H (2.74151, -1.09119, 3.05984)
H (-4.95718, 1.09648, 8.60981)
H (-4.64709, 2.71771, 8.81617)
H (2.92377, -3.70520, -6.74915)
H (-2.15396, 1.12643, 4.84456)
H (-2.54500, -3.47270, -0.73668)
H (-4.74281, 2.56549, 11.18718)
H (5.45676, 0.07575, -4.31628)
H (3.11442, 3.80730, -3.23105)
H (-3.51865, 0.65361, -4.63456)
H (0.07299, 2.80943, 3.16011)
H (-0.17098, 1.30986, 7.07951)
H (-2.82741, 1.10343, -2.54279)
H (4.11257, -0.04157, -0.60546)
H (-1.83693, 0.83972, -7.91969)
H (-0.50782, 1.61489, -3.18286)
H (-1.62205, 0.03949, -6.41719)
H (-5.20711, 0.87205, 10.91050)
H (3.12282, -2.73334, -5.10344)
H (-5.93518, -1.22058, -1.25930)
H (-5.69524, 1.53286, -3.74815)
H (-1.11042, 1.44457, 2.65475)
H (0.52511, 1.37216, 2.34000)
H (-6.61063, -0.60024, -2.84090)
H (-0.16060, 0.69037, -7.10546)
H (5.93924, -2.85868, -0.75635)
H (5.12408, 0.50194, -5.95936)
H (0.11262, 2.28153, -5.28413)
H (1.37558, -3.98391, -7.55738)
H (-1.28073, 2.39898, 5.35653)
H (-2.83528, -0.16060, 7.13365)
H (-1.24994, 0.35974, -4.23762)
H (8.36334, -1.42013, -5.05020)
H (4.13691, -1.82570, 2.29305)

Results of the Mulliken charge analysis, in e, for atoms 1 through 2:
1. O -0.6008
2. O -0.5946

***

C18H14N3O3PtS as an isolated structure. Source: the OMol25 dataset; level of theory: wB97M-V/def2-TZVPD.

Computed properties:
Total charge ... +2
2S+1 ... 2
DFT total energy ... -1601.1438 a.u.
E_HOMO (alpha / beta) ... -15.0 / -15.5 eV
Lowest unoccupied orbital energy (alpha / beta) ... -9.024 / -8.950 eV

Atoms and positions in Å:
Pt (-0.01100, -0.33067, -0.12859)
S (0.69540, 1.56664, 0.85068)
O (-1.30445, -0.36508, 1.45917)
O (1.88493, -4.53293, 2.41066)
O (0.26963, -4.98912, 0.97666)
N (-0.55822, 0.66437, -1.82511)
N (-1.35253, 0.69729, 2.28309)
N (2.43783, 0.11335, -2.11285)
C (-2.37627, 1.72380, 4.12482)
C (1.19194, -4.30056, 1.29634)
C (0.72585, -2.85790, -0.64536)
C (1.71212, 0.82805, -2.86488)
C (-0.26511, 1.92502, -3.81370)
C (-0.52731, 1.74278, 2.07982)
C (-1.55894, 2.84116, 3.93272)
C (-1.87636, 0.92107, -1.86649)
C (2.72951, -2.34047, 0.58424)
C (-0.63989, 2.85872, 2.90636)
C (-2.44025, 1.67978, -2.87269)
C (-2.26536, 0.65349, 3.27704)
C (2.99265, -1.27255, -0.25545)
C (-1.62130, 2.20951, -3.85666)
C (2.10507, -0.93972, -1.29656)
C (0.96663, -1.78951, -1.52229)
C (1.58061, -3.11704, 0.43325)
C (0.25136, 1.13113, -2.79671)
H (-2.02643, 2.82688, -4.64681)
H (-2.47980, 0.50757, -1.06933)
H (2.20546, 1.37126, -3.66710)
H (0.42434, -1.74655, -2.45959)
H (2.58390, -3.89225, 2.57494)
H (-2.85661, -0.24940, 3.31755)
H (-1.64867, 3.69617, 4.58872)
H (3.89132, -0.68174, -0.14396)
H (0.40432, 2.29863, -4.57636)
H (-3.10549, 1.68827, 4.92065)
H (0.00606, 3.70804, 2.73517)
H (-0.09729, -3.53944, -0.82337)
H (-3.50635, 1.85503, -2.86139)
H (3.45872, -2.56307, 1.35338)

Results of the Mulliken charge analysis, in e, for atoms 1 through 2:
1. Pt 1.2704
2. S -0.3489